[1]
ORCA calculation (ωB97M-V/def2-TZVPD) on 2 unconnected molecules or ions with the total composition C2H10N4O in a non-equilibrium geometry.

The value obtained for the energy relative to the best compared isomer or geometry (same formula, charge and spin) is 205.89 kcal/mol. The value obtained for the frontier orbital gap (alpha / beta) is 8.2 / 8.2 eV. The highest occupied orbital energy (alpha / beta) comes out at -7.800 / -7.799 eV. As for the electronic energy: -10236.198 eV. As for the spin multiplicity: 1.

Bonds (Å) are listed after each position.
Geometry (Å):
1 C 0.4413 1.7864 0.0053  N3 1.470, H12 1.085, H13 1.091, H14 1.092
2 C -1.0893 -1.5997 0.8685  N4 1.449, H15 1.094, H16 1.087, H17 1.095
3 N 0.6626 0.4506 0.5776  C1 1.470, N4 1.760, N5 1.372
4 N -0.6038 -0.5950 -0.0560  C2 1.449, N3 1.760, N5 1.695, N6 1.383
5 N 1.0795 -0.5576 -0.2538  N3 1.372, N4 1.695, H9 1.028
6 N -1.3788 -0.1560 -1.1141  N4 1.383, H10 1.017, H11 1.017
7 O 2.7560 0.6512 0.0621  H8 0.965
8 H 3.2105 0.0887 0.7005  O7 0.965
9 H 1.1752 -0.2085 -1.2160  N5 1.028
10 H -2.2534 0.2482 -0.7878  N6 1.017
11 H -1.5602 -0.9082 -1.7742  N6 1.017
12 H 1.1655 2.4373 0.4841  C1 1.085
13 H 0.5836 1.8161 -1.0760  C1 1.091
14 H -0.5721 2.1003 0.2639  C1 1.092
15 H -2.0036 -1.2503 1.3581  C2 1.094
16 H -0.3198 -1.7669 1.6183  C2 1.087
17 H -1.2932 -2.5367 0.3397  C2 1.095


[2]
ORCA calculation (ωB97M-V/def2-TZVPD) on 3 unconnected molecules or ions with the total composition C2H10N4O in a non-equilibrium geometry.

The value obtained for the energy relative to the best compared isomer or geometry (same formula, charge and spin) is 142.40 kcal/mol. Its charge is +2. The value obtained for the frontier orbital gap (alpha / beta) is 4.8 / 4.8 eV. The highest occupied orbital energy (alpha / beta) comes out at -14.923 / -14.923 eV. As for the electronic energy: -10218.407 eV. As for the spin multiplicity: 1.

Bonds (Å) are listed after each position.
Geometry (Å):
1 C 13.0001 0.2183 -0.5759  N3 1.332, O7 1.323, H8 1.085
2 C -15.9440 -0.3867 -0.4487  N6 1.368, H9 1.076, H10 1.151, H11 1.033
3 N 13.1190 0.2352 0.7508  C1 1.332, N5 1.361, H12 1.134
4 N -13.3918 0.7737 0.6068  H13 1.097
5 N 14.2855 0.6866 1.2871  N3 1.361, H14 1.001, H15 0.998
6 N -14.6170 -0.6688 -0.2711  C2 1.368, H16 1.083
7 O 11.9655 -0.4535 -1.0549  C1 1.323, H17 0.981
8 H 13.6990 0.7318 -1.2276  C1 1.085
9 H -16.2092 0.5331 0.0437  C2 1.076
10 H -16.1269 -0.4810 -1.5814  C2 1.151
11 H -16.5324 -1.1765 -0.1370  C2 1.033
12 H 12.3389 -0.3382 1.3416  N3 1.134
13 H -12.5702 0.0875 0.8450  N4 1.097
14 H 14.7953 1.3173 0.6997  N5 1.001
15 H 14.4953 0.7744 2.2592  N5 0.998
16 H -13.9773 -1.4963 -0.5519  N6 1.083
17 H 11.6704 -0.3569 -1.9855  O7 0.981


[3]
ORCA calculation (ωB97M-V/def2-TZVPD) on 2 unconnected molecules or ions with the total composition C2H10N5.

The value obtained for the energy relative to the best compared isomer or geometry (same formula, charge and spin) is 0.00 kcal/mol. Its charge is +1. The value obtained for the frontier orbital gap is 11.4 eV. The highest occupied orbital energy comes out at -14.112 eV. As for the electronic energy: -9682.013 eV. As for the spin multiplicity: 1.

Bonds (Å) are listed after each position.
Geometry (Å):
1 N 0.2643 1.3254 0.6672  C2 1.317, H5 1.002, H6 1.035
2 C -0.6905 1.4243 -0.2344  N1 1.317, N3 1.343, N4 1.335
3 N -1.2175 2.6198 -0.5442  C2 1.343, H7 1.002, H8 1.004
4 N -1.1443 0.3266 -0.8434  C2 1.335, H9 1.021, H10 1.009
5 H 0.5816 2.1539 1.1329  N1 1.002
6 H 0.7655 0.4384 0.8505  N1 1.035
7 H -2.0614 2.6329 -1.0848  N3 1.002
8 H -1.0581 3.4004 0.0659  N3 1.004
9 H -0.6535 -0.5484 -0.6537  N4 1.021
10 H -1.5218 0.4244 -1.7738  N4 1.009
11 N 0.6742 -2.0676 -0.7024  C12 1.391, H14 1.010, H15 1.014
12 C 0.8712 -2.0924 0.6745  N11 1.391, N13 1.269, H16 1.089
13 N 1.3893 -1.0927 1.2598  C12 1.269, H17 1.010
14 H 0.3525 -2.9489 -1.0775  N11 1.010
15 H 1.5070 -1.7672 -1.1961  N11 1.014
16 H 0.4836 -2.9591 1.2081  C12 1.089
17 H 1.4578 -1.2698 2.2515  N13 1.010


[4]
ORCA calculation (ωB97M-V/def2-TZVPD) on 2 unconnected molecules or ions with the total composition C2H10N6.

The value obtained for the energy relative to the best compared isomer or geometry (same formula, charge and spin) is 0.00 kcal/mol. As for the structure (SMILES): N=C(N)N.N=C(N)N. The value obtained for the frontier orbital gap is 9.9 eV. The highest occupied orbital energy comes out at -9.399 eV. As for the electronic energy: -11177.484 eV. As for the spin multiplicity: 1.

Bonds (Å) are listed after each position.
Geometry (Å):
1 N 1.6867 -0.8441 1.3719  C2 1.285, H5 1.020
2 C 1.1557 -1.5893 0.4698  N1 1.285, N3 1.373, N4 1.396
3 N 0.5828 -2.8224 0.6617  C2 1.373, H6 1.006, H7 1.006
4 N 1.1889 -1.1813 -0.8643  C2 1.396, H8 1.013, H9 1.009
5 H 1.7231 -1.3627 2.2496  N1 1.020
6 H 0.1976 -3.0194 1.5694  N3 1.006
7 H 0.0688 -3.2181 -0.1078  N3 1.006
8 H 0.2688 -1.0029 -1.2486  N4 1.013
9 H 1.7496 -0.3481 -0.9628  N4 1.009
10 N -1.9227 1.5640 -1.5744  C11 1.270, H14 1.006
11 C -1.1691 1.7756 -0.5743  N10 1.270, N12 1.409, N13 1.387
12 N -1.4253 1.3045 0.7287  C11 1.409, H15 1.013, H16 1.013
13 N -0.0426 2.5808 -0.6549  C11 1.387, H17 1.011, H18 1.011
14 H -2.7948 1.1618 -1.2760  N10 1.006
15 H -1.4314 0.2927 0.7804  N12 1.013
16 H -0.7291 1.6219 1.3921  N12 1.013
17 H 0.8202 2.1376 -0.3708  N13 1.011
18 H 0.0729 2.9493 -1.5895  N13 1.011


[5]
ORCA calculation (ωB97M-V/def2-TZVPD) on 2 unconnected molecules or ions with the total composition C2H10NO in a non-equilibrium geometry.

The value obtained for the energy relative to the best compared isomer or geometry (same formula, charge and spin) is 26.47 kcal/mol. Its charge is +1. The value obtained for the frontier orbital gap is 13.6 eV. The highest occupied orbital energy comes out at -16.949 eV. As for the electronic energy: -5766.535 eV. As for the spin multiplicity: 1.

Bonds (Å) are listed after each position.
Geometry (Å):
1 C 1.6438 1.4150 -0.0404  C2 1.582, H4 1.046, H5 1.082, H6 1.147
2 C 0.1377 1.0934 -0.4037  C1 1.582, N3 1.632, H7 1.161, H8 1.068
3 N -0.0344 -0.3542 0.3291  C2 1.632, H9 1.098, H10 1.079, H11 1.053
4 H 2.0366 2.2708 -0.4956  C1 1.046
5 H 1.9236 1.5356 0.9973  C1 1.082
6 H 2.2616 0.4850 -0.3048  C1 1.147
7 H -0.8059 1.6362 -0.0012  C2 1.161
8 H 0.0746 0.8882 -1.4501  C2 1.068
9 H 0.8917 -0.9416 0.3882  N3 1.098
10 H -0.7711 -1.0406 -0.0576  N3 1.079
11 H -0.2389 -0.3955 1.3609  N3 1.053
12 H -2.9726 -2.0915 0.3346  O14 0.934
13 H -2.0269 -2.5857 -0.6536  O14 0.939
14 O -2.1198 -1.9152 -0.0031  H12 0.934, H13 0.939


[6]
ORCA calculation (ωB97M-V/def2-TZVPD) on 2 unconnected molecules or ions with the total composition C2H10NO in a non-equilibrium geometry.

The value obtained for the energy relative to the best compared isomer or geometry (same formula, charge and spin) is 5.64 kcal/mol. Its charge is +1. The value obtained for the frontier orbital gap is 13.3 eV. The highest occupied orbital energy comes out at -16.604 eV. As for the electronic energy: -5767.438 eV. As for the spin multiplicity: 1.

Bonds (Å) are listed after each position.
Geometry (Å):
1 C -1.5115 0.1557 0.7279  N2 1.505, H4 1.090, H5 1.086, H6 1.076
2 N -0.4069 -0.1957 -0.2327  C1 1.505, C3 1.497, H7 1.047, H8 1.024
3 C -0.0171 0.8086 -1.2716  N2 1.497, H9 1.086, H10 1.085, H11 1.074
4 H -2.4562 -0.1054 0.2507  C1 1.090
5 H -1.4498 1.2144 0.9609  C1 1.086
6 H -1.3817 -0.4588 1.6018  C1 1.076
7 H 0.4373 -0.5382 0.2826  N2 1.047
8 H -0.7353 -1.0490 -0.6950  N2 1.024
9 H -0.8802 1.4350 -1.4751  C3 1.086
10 H 0.7992 1.4056 -0.8773  C3 1.085
11 H 0.2909 0.3058 -2.1689  C3 1.074
12 H 2.4034 -1.7772 0.9369  O14 0.967
13 H 2.8258 -0.3283 1.1354  O14 0.973
14 O 2.0822 -0.8725 0.8242  H12 0.967, H13 0.973


[7]
ORCA calculation (ωB97M-V/def2-TZVPD) on 2 unconnected molecules or ions with the total composition C2H10NO in a non-equilibrium geometry.

The value obtained for the energy relative to the best compared isomer or geometry (same formula, charge and spin) is 44.20 kcal/mol. Its charge is +1. The value obtained for the frontier orbital gap is 10.6 eV. The highest occupied orbital energy comes out at -14.348 eV. As for the electronic energy: -5765.766 eV. As for the spin multiplicity: 1.

Bonds (Å) are listed after each position.
Geometry (Å):
1 C 0.9249 2.5588 -0.5853  N2 1.512, H6 1.093, H7 1.069, H8 1.179
2 N 0.2420 1.3041 -0.0899  C1 1.512, H3 1.036, H4 1.083, H5 1.015
3 H 0.0890 0.6969 -0.9154  N2 1.036
4 H 0.7981 0.6747 0.5939  N2 1.083
5 H -0.6046 1.6226 0.3717  N2 1.015
6 H 1.2849 2.2902 -1.5818  C1 1.093
7 H 1.7075 2.9803 0.0081  C1 1.069
8 H 0.1397 3.3728 -0.9182  C1 1.179
9 C -1.3001 -2.0677 0.3913  O10 1.503, H12 1.041, H13 1.125, H14 1.146
10 O 0.1790 -1.8324 0.2653  C9 1.503, H11 0.959
11 H 0.5242 -2.5776 0.7608  O10 0.959
12 H -1.7715 -1.1461 0.2796  C9 1.041
13 H -1.3597 -2.9173 -0.3440  C9 1.125
14 H -1.6819 -2.4127 1.4159  C9 1.146


[8]
ORCA calculation (ωB97M-V/def2-TZVPD) on 4 unconnected molecules or ions with the total composition C2H10NO2 in a non-equilibrium geometry.

The value obtained for the energy relative to the best compared isomer or geometry (same formula, charge and spin) is 209.06 kcal/mol. Its charge is +1. The value obtained for the frontier orbital gap is 4.3 eV. The highest occupied orbital energy comes out at -14.625 eV. As for the electronic energy: -7805.945 eV. As for the spin multiplicity: 1.

Bonds (Å) are listed after each position.
Geometry (Å):
1 C -1.1947 1.1022 1.2758  C2 1.358, H4 1.103, H14 1.064
2 C -0.4252 0.4240 2.1657  C1 1.358, H5 1.098, H6 1.109
3 N 0.2713 0.7297 -2.4130  H7 0.967, H8 1.021, H9 1.022
4 H -0.9370 1.0927 0.2035  C1 1.103
5 H 0.1833 -0.2589 1.5578  C2 1.098
6 H -0.0943 0.5495 3.2166  C2 1.109
7 H -0.3482 0.1813 -2.9126  N3 0.967
8 H 0.7046 0.3932 -1.5520  N3 1.021
9 H 0.9578 1.2490 -2.9637  N3 1.022
10 H -0.4550 -2.6923 -0.2699  O12 0.924
11 H 0.3675 -1.3202 -0.2487  O12 1.040
12 O -0.5374 -1.7905 -0.4512  H10 0.924, H11 1.040
13 H 2.3490 -0.3016 0.2455  O15 0.976
14 H -1.8535 1.8636 1.6184  C1 1.064
15 O 1.4056 -0.0872 0.1196  H13 0.976